Model one:
DFT (the ωB97M-V functional and the def2-TZVPD basis) results for C2HF4I in the gas phase.

Each line ends with the Mulliken charge.
Cartesian coordinates (Å):
C 1.6864 1.6138 -0.3486  0.032
C -1.3054 -0.9311 0.1342  0.107
F 1.7504 1.2879 0.9577  -0.127
F 2.8491 1.2835 -0.8207  -0.098
F -2.3974 -1.3287 -0.4606  -0.170
F -1.6767 -0.0694 1.1349  -0.198
I 0.0149 0.0419 -1.3331  0.217
H -0.9212 -1.8978 0.7363  0.236

Values from the calculation:
- Frontier orbital gap: 8.6 eV

---

Model two:
DFT (the ωB97M-V functional and the def2-TZVPD basis) results for C2HF4I in the gas phase.

Each line ends with the Mulliken charge.
Cartesian coordinates (Å):
C -0.5771 0.4085 -0.1408  0.269
C 0.4403 1.7337 -0.0703  0.280
F -1.6397 0.3581 0.7679  -0.258
F -1.0872 0.3710 -1.3658  -0.208
F 1.6593 1.3131 -0.5405  -0.227
F 0.0335 2.5803 -0.9960  -0.202
I 0.6169 2.8233 1.7326  0.137
H 0.0056 -0.4773 0.2770  0.208

Values from the calculation:
- Frontier orbital gap: 10.5 eV

---

Short version: model one is the least stable of them.

---

Model one:
DFT (the ωB97M-V functional and the def2-TZVPD basis) results for CH2N2O4 in the gas phase.

Each line ends with the Mulliken charge.
Cartesian coordinates (Å):
C -0.3274 0.4109 -0.2935  0.370
N 1.0481 -0.4040 0.0133  -0.176
N -1.5429 -0.4791 -0.0105  0.926
O -0.3168 1.4389 -0.7958  -0.298
O -1.4891 -1.6617 0.1017  -0.532
O -2.5719 0.1363 0.1355  -0.503
O 1.9241 0.5762 0.4409  -0.417
H 1.0277 -1.2393 0.6061  0.288
H 2.2482 1.2218 -0.1976  0.341

Values from the calculation:
- Frontier orbital gap: 9.1 eV

---

Model two:
DFT (the ωB97M-V functional and the def2-TZVPD basis) results for a molecular structure, CH2N2O4.

Each line ends with the Mulliken charge.
Cartesian coordinates (Å):
C -0.6658 -0.6927 0.3342  0.647
N -1.4791 -0.0280 -0.4877  -0.382
N 1.6293 0.5070 -0.0367  1.158
O -0.4994 -1.7442 0.7660  -0.340
O 1.6983 -0.4204 -0.7685  -0.560
O 2.4668 1.2646 0.3002  -0.575
O 0.5180 0.5990 0.7731  -0.542
H -2.3963 -0.4851 -0.5038  0.292
H -1.2719 0.9999 -0.3769  0.304

Values from the calculation:
- Frontier orbital gap: 11.1 eV

---

Model three:
DFT (the ωB97M-V functional and the def2-TZVPD basis) results for 2 unconnected molecules or ions with the total composition CH2N2O4.

Each line ends with the Mulliken charge.
Cartesian coordinates (Å):
C 1.7942 -0.6522 0.1107  0.385
N 0.1344 0.2358 -0.6687  -0.298
N 2.9936 0.1720 -0.0113  0.905
O 3.6550 0.2713 0.9928  -0.493
O 1.7540 -1.7177 0.5510  -0.305
O 3.1446 0.7278 -1.0830  -0.482
O -0.7309 -0.4153 0.1779  -0.341
H 0.2828 1.1679 -0.2920  0.268
H -0.7801 -1.3556 -0.1648  0.362

Values from the calculation:
- Frontier orbital gap (alpha / beta): 8.5 / 8.5 eV

---

Short version: model three is the least stable of them.

---

Model one:
DFT (the ωB97M-V functional and the def2-TZVPD basis) results for a gas-phase ion, C5H14N2O (charge +1).

Each line ends with the Löwdin spin population.
Cartesian coordinates (Å):
C -0.3984 -0.1593 0.7410  0.098
N 0.5593 0.2345 -0.2090  0.606
C 1.5141 -0.8209 -0.7600  0.054
C 2.8529 -0.2291 -0.9772  0.003
O 3.7273 -1.2584 -1.4714  0.010
C -1.6033 0.7811 0.4483  0.057
N -2.7097 0.2907 1.3117  0.031
C -4.0182 0.9746 0.8494  0.006
H -0.6894 -1.2451 0.8220  0.002
H -0.0484 0.1078 1.9590  0.075
H 1.1240 1.1060 -0.0164  0.014
H 1.0473 -1.2448 -1.6846  0.020
H 1.5579 -1.7300 -0.0162  0.019
H 2.8277 0.4202 -1.8747  -0.001
H 3.3968 0.3482 -0.1652  -0.001
H 4.5987 -1.1964 -1.1427  0.000
H -1.1763 1.7794 0.6150  0.000
H -1.8663 0.7350 -0.6191  0.000
H -2.5377 0.6816 2.2915  0.003
H -4.2840 0.4263 -0.0843  0.001
H -4.9204 0.8854 1.5830  0.002
H -3.8777 2.0381 0.5761  0.000

Values from the calculation:
- Net charge: +1
- Multiplicity: 2
- ⟨S²⟩: 0.756
- Frontier orbital gap (alpha / beta): 10.2 / 5.4 eV

---

Model two:
DFT (the ωB97M-V functional and the def2-TZVPD basis) results for a gas-phase ion, C5H14N2O (charge +1).

Each line ends with the Löwdin spin population.
Cartesian coordinates (Å):
C 0.2165 0.1547 -0.7667  0.102
N 0.5834 1.1168 0.2451  0.663
C -0.2898 2.2547 0.5355  0.036
O 0.2400 3.3746 -0.1261  0.062
C 0.6455 -1.2744 -0.4058  0.006
C 0.0122 -1.7258 0.9170  0.006
C -1.5110 -1.7740 0.9897  0.001
N 0.2664 -2.2005 -1.4567  0.019
H -0.8667 0.1406 -0.7188  0.041
H 0.4745 0.4894 -1.7728  0.030
H 0.8597 0.5892 1.0834  0.016
H -1.3047 2.1567 0.1591  0.010
H -0.3449 2.3703 1.6215  0.001
H 1.1991 3.4387 -0.0369  0.001
H 1.7278 -1.3404 -0.2722  0.000
H 0.4332 -2.7328 1.0512  0.000
H 0.5127 -1.2723 1.7854  0.003
H -1.9955 -2.2771 0.1596  0.000
H -1.7849 -2.0728 1.9891  0.000
H -1.8498 -0.7230 0.9514  0.001
H 0.9519 -2.1700 -2.2047  0.001
H -0.6149 -2.0006 -1.9207  0.001

Values from the calculation:
- Net charge: +1
- Multiplicity: 2
- ⟨S²⟩: 0.755
- Frontier orbital gap (alpha / beta): 10.8 / 5.2 eV

---

Short version: model one is the least stable of them.

---

Model one:
DFT (the ωB97M-V functional and the def2-TZVPD basis) results for C8H12O3 in the gas phase.

Each line ends with the Mulliken charge.
Cartesian coordinates (Å):
C 1.1803 -0.0578 -1.2039  0.572
C 2.1711 -0.3300 -2.1088  -1.211
C 0.3506 -0.5500 2.3179  -0.784
C 0.4682 0.9371 2.2144  -0.817
C -0.2252 0.5271 -1.5424  0.057
C 0.3431 0.1289 0.9419  0.696
C -0.9296 0.1936 0.0671  0.890
C -1.6642 -1.1536 0.1331  -1.943
O 1.4644 -0.0140 0.1053  -0.456
O -0.9767 0.0382 -2.6444  -0.530
O -1.8379 1.1180 0.4080  -0.641
H 3.1918 -0.5289 -1.6751  0.235
H 2.0628 -0.2498 -3.0928  0.349
H 1.3004 -1.2217 2.4010  0.229
H -0.5296 -0.9717 2.6890  0.269
H -0.3889 1.4424 2.5102  0.335
H 1.4290 1.4425 2.4712  0.258
H -0.0510 1.5430 -1.4705  0.358
H -1.8667 -1.4136 1.1262  0.492
H -1.0905 -1.8218 -0.4025  0.435
H -2.5151 -0.8894 -0.3973  0.461
H -0.4168 -0.2234 -3.3628  0.340
H -1.4694 2.0549 0.5149  0.406

Values from the calculation:
- Frontier orbital gap: 9.2 eV

---

Model two:
DFT (the ωB97M-V functional and the def2-TZVPD basis) results for a molecular structure, C8H12O3.

Each line ends with the Mulliken charge.
Cartesian coordinates (Å):
C -4.3634 -1.5933 -0.3702  -0.827
C -3.3515 -0.8694 0.0887  0.111
C -1.3594 0.3827 -0.0801  0.131
C -1.5954 1.4095 0.9812  -0.623
C -1.2300 1.8356 -0.4108  -0.515
C 2.7208 0.1901 -0.2996  0.574
C 4.2346 0.1050 -0.2886  -0.410
C 3.9642 -1.3348 0.1535  -0.262
H -4.9714 -2.1440 0.3545  0.243
H -4.6651 -1.5384 -1.4051  0.273
H -3.0779 -0.8006 1.1454  0.325
H -0.4536 -0.2463 -0.0445  0.269
H -0.8686 1.4762 1.8032  0.240
H -2.6264 1.5740 1.2601  0.312
H -2.0107 2.2626 -1.0478  0.243
H -0.2466 2.2835 -0.5153  0.191
H 4.6244 0.7928 0.4840  0.210
H 4.7724 0.2151 -1.2399  0.255
H 4.2040 -2.0844 -0.5891  0.257
H 4.3285 -1.6118 1.1608  0.243
O -2.4407 -0.2271 -0.6930  -0.367
O 1.8893 0.9733 -0.6694  -0.544
O 2.5226 -1.0503 0.2219  -0.328

Values from the calculation:
- Frontier orbital gap: 9.2 eV

---

Short version: model one is the least stable of them.